1.
{
  "formula": "C18H32CoGeN4O2PSSe",
  "method": "ωB97M-V with the def2-TZVPD basis set",
  "symbols": ["Co", "N", "C", "C", "C", "C", "C", "C", "S", "O", "O", "N", "C", "N", "C", "C", "C", "N", "H", "H", "H", "H", "H", "H", "H", "H", "H", "C", "P", "C", "C", "H", "H", "H", "H", "H", "H", "H", "H", "H", "C", "Ge", "C", "C", "C", "Se", "C", "H", "H", "H", "H", "H", "H", "H", "H", "H", "H", "H", "H", "H", "H"],
  "positions_angstrom": [[-0.88, -0.59, 0.81], [4.75, -1.13, -4.26], [3.98, -1.38, -3.18], [3.83, -0.41, -2.17], [3.04, -0.68, -1.07], [2.41, -1.91, -0.96], [2.55, -2.88, -1.94], [3.33, -2.62, -3.04], [1.30, -2.17, 0.39], [1.49, -3.39, 1.11], [1.30, -0.95, 1.21], [-0.18, -2.08, -0.32], [-1.23, -2.86, -0.05], [-2.32, -2.14, 0.33], [-3.44, -2.80, 0.59], [-3.50, -4.18, 0.50], [-2.33, -4.82, 0.11], [-1.21, -4.18, -0.16], [5.12, -0.21, -4.42], [4.76, -1.77, -5.03], [4.33, 0.54, -2.26], [2.92, 0.04, -0.28], [2.06, -3.83, -1.82], [3.44, -3.36, -3.81], [-4.29, -2.20, 0.88], [-4.41, -4.71, 0.71], [-2.28, -5.90, 0.01], [-2.61, -0.19, 3.93], [-1.06, -0.66, 3.06], [-0.76, -2.35, 3.69], [0.21, 0.29, 3.96], [-2.50, -0.33, 5.01], [-3.42, -0.82, 3.58], [-2.84, 0.85, 3.72], [-0.65, -2.34, 4.77], [0.16, -2.73, 3.24], [-1.58, -3.01, 3.42], [0.15, 0.09, 5.03], [0.08, 1.36, 3.78], [1.18, -0.02, 3.58], [-0.04, 5.98, -0.54], [0.20, 4.09, -1.14], [2.07, 3.44, -1.04], [-0.62, 3.81, -2.92], [-0.79, 2.85, 0.14], [-1.15, 1.12, -0.71], [-3.09, 1.25, -0.91], [0.50, 6.64, -1.21], [0.34, 6.13, 0.46], [-1.09, 6.25, -0.57], [2.68, 3.83, -1.84], [2.08, 2.35, -1.10], [2.53, 3.74, -0.10], [-0.02, 4.27, -3.70], [-1.61, 4.25, -2.96], [-0.71, 2.74, -3.14], [-1.74, 3.25, 0.50], [-0.15, 2.63, 0.99], [-3.34, 2.10, -1.54], [-3.55, 1.36, 0.07], [-3.42, 0.32, -1.37]],
  "total_charge": 1,
  "total_energy_ev": -208848.02032,
  "s_squared": 0.77,
  "multiplicity": 2,
  "relative_energy_ev": 1.109
}

2.
{
  "formula": "C46H59F33O26S",
  "method": "ωB97M-V with the def2-TZVPD basis set",
  "symbols": ["C", "C", "O", "C", "O", "C", "F", "F", "F", "H", "H", "H", "H", "H", "C", "C", "O", "C", "O", "C", "F", "F", "F", "H", "H", "H", "H", "H", "C", "C", "O", "C", "O", "C", "F", "F", "F", "H", "H", "H", "H", "H", "C", "C", "O", "C", "O", "C", "F", "F", "F", "H", "H", "H", "H", "H", "C", "C", "O", "C", "O", "C", "F", "F", "F", "H", "H", "H", "H", "H", "C", "C", "O", "C", "O", "C", "F", "F", "F", "H", "H", "H", "H", "H", "C", "C", "O", "C", "O", "C", "F", "F", "F", "H", "H", "H", "H", "H", "C", "C", "O", "C", "O", "C", "F", "F", "F", "H", "H", "H", "H", "H", "C", "C", "O", "C", "O", "C", "F", "F", "F", "H", "H", "H", "H", "H", "C", "C", "O", "C", "O", "C", "F", "F", "F", "H", "H", "H", "H", "H", "C", "C", "O", "C", "O", "C", "F", "F", "F", "H", "H", "H", "H", "H", "C", "C", "O", "S", "O", "O", "O", "H", "H", "H", "H"],
  "positions_angstrom": [[-1.57, 6.81, -4.83], [-2.49, 7.27, -3.73], [-2.00, 8.43, -3.04], [-2.74, 8.87, -2.04], [-3.86, 8.53, -1.82], [-2.18, 10.05, -1.23], [-2.46, 9.78, 0.04], [-0.88, 10.23, -1.33], [-2.80, 11.18, -1.55], [-1.75, 5.82, -5.25], [-0.51, 6.81, -4.55], [-1.58, 7.46, -5.71], [-2.51, 6.58, -2.88], [-3.47, 7.43, -4.18], [3.23, 8.31, -2.93], [1.93, 8.23, -2.21], [1.53, 6.85, -2.12], [0.50, 6.47, -1.41], [-0.15, 7.18, -0.71], [0.17, 4.98, -1.54], [0.92, 4.32, -2.41], [0.27, 4.41, -0.34], [-1.11, 4.90, -1.92], [4.06, 7.83, -2.41], [3.49, 9.36, -3.13], [3.19, 7.84, -3.92], [1.04, 8.74, -2.59], [2.01, 8.65, -1.20], [7.26, 2.15, -8.89], [8.70, 1.63, -8.81], [9.48, 2.77, -8.41], [10.67, 2.61, -7.85], [11.23, 1.58, -7.64], [11.30, 4.03, -7.59], [11.87, 4.06, -6.39], [12.16, 4.31, -8.56], [10.34, 4.96, -7.58], [7.16, 3.15, -9.32], [6.80, 2.16, -7.90], [6.74, 1.50, -9.59], [9.08, 1.33, -9.79], [8.87, 0.80, -8.12], [6.30, 0.09, 0.21], [6.47, 1.62, 0.24], [5.43, 2.17, -0.60], [5.74, 3.28, -1.27], [6.79, 3.84, -1.27], [4.58, 3.77, -2.17], [4.16, 4.96, -1.77], [5.07, 3.87, -3.41], [3.58, 2.89, -2.16], [7.04, -0.29, 0.91], [6.53, -0.30, -0.79], [5.31, -0.29, 0.46], [7.44, 1.87, -0.19], [6.34, 1.94, 1.27], [4.39, 4.46, -14.81], [3.72, 5.15, -13.65], [4.70, 5.41, -12.66], [4.25, 5.92, -11.51], [3.11, 6.02, -11.22], [5.45, 6.47, -10.64], [5.22, 7.79, -10.54], [5.42, 5.95, -9.41], [6.62, 6.24, -11.21], [5.12, 5.11, -15.29], [3.66, 4.05, -15.50], [4.95, 3.59, -14.44], [2.85, 4.55, -13.36], [3.20, 6.07, -13.93], [-3.83, 3.43, -6.29], [-4.46, 4.78, -5.99], [-4.60, 4.83, -4.55], [-5.65, 4.32, -3.96], [-6.62, 3.85, -4.50], [-5.48, 4.29, -2.42], [-6.68, 4.19, -1.84], [-4.75, 3.21, -2.11], [-4.86, 5.38, -1.93], [-2.98, 3.24, -5.63], [-3.42, 3.47, -7.31], [-4.50, 2.58, -6.28], [-5.40, 4.88, -6.54], [-3.81, 5.59, -6.29], [2.08, 12.41, -6.18], [2.24, 11.07, -5.44], [2.93, 10.09, -6.20], [4.25, 9.99, -6.11], [4.97, 10.65, -5.44], [4.77, 8.88, -7.04], [3.77, 8.37, -7.79], [5.60, 9.48, -7.91], [5.35, 7.87, -6.43], [1.35, 12.22, -6.96], [3.05, 12.79, -6.49], [1.64, 13.11, -5.46], [1.24, 10.63, -5.31], [2.59, 11.18, -4.41], [5.16, 4.47, -6.82], [3.86, 5.12, -6.50], [2.89, 4.10, -6.28], [1.63, 4.46, -6.21], [1.17, 5.55, -6.41], [0.66, 3.28, -5.93], [0.49, 2.61, -7.08], [1.22, 2.43, -5.06], [-0.52, 3.70, -5.50], [5.91, 5.21, -7.11], [5.15, 3.88, -7.74], [5.55, 3.80, -6.05], [3.50, 5.82, -7.26], [3.92, 5.67, -5.56], [2.19, -1.45, -3.85], [2.73, -0.27, -4.68], [3.99, -0.50, -5.30], [5.02, -0.77, -4.49], [5.06, -0.81, -3.31], [6.33, -0.81, -5.34], [6.10, -1.13, -6.63], [6.88, 0.40, -5.31], [7.16, -1.73, -4.83], [2.60, -2.42, -4.14], [1.12, -1.39, -3.72], [2.68, -1.44, -2.87], [2.76, 0.60, -4.02], [2.07, -0.02, -5.51], [0.22, 3.96, -10.73], [-0.48, 4.75, -11.84], [0.08, 4.37, -13.08], [-0.64, 4.40, -14.20], [-1.78, 4.74, -14.20], [0.10, 3.79, -15.40], [-0.82, 3.48, -16.33], [1.02, 4.58, -15.92], [0.65, 2.62, -15.05], [1.25, 4.29, -10.56], [0.24, 2.88, -10.88], [-0.11, 3.96, -9.69], [-0.39, 5.82, -11.69], [-1.51, 4.41, -11.83], [0.82, 9.32, -9.32], [-0.06, 8.55, -8.34], [-1.44, 8.51, -8.66], [-1.94, 7.37, -9.12], [-1.28, 6.37, -9.22], [-3.47, 7.32, -9.29], [-3.93, 6.37, -8.48], [-4.00, 8.49, -8.93], [-3.84, 7.01, -10.53], [0.80, 8.77, -10.27], [1.84, 9.44, -8.97], [0.35, 10.27, -9.57], [-0.09, 9.12, -7.40], [0.52, 7.80, -7.79], [4.37, -0.59, -10.64], [4.57, -0.74, -9.16], [4.48, 0.57, -8.64], [3.59, 1.57, -9.53], [4.19, 2.86, -9.57], [2.17, 1.43, -9.30], [3.98, 0.75, -10.91], [3.62, -1.25, -11.09], [5.32, -0.73, -11.16], [5.42, -1.34, -8.86], [3.71, -1.26, -8.72]],
  "total_energy_ev": -202407.20005,
  "smiles": "CCOC(=O)C(F)(F)F.CCOC(=O)C(F)(F)F.CCOC(=O)C(F)(F)F.CCOC(=O)C(F)(F)F.CCOC(=O)C(F)(F)F.CCOC(=O)C(F)(F)F.CCOC(=O)C(F)(F)F.CCOC(=O)C(F)(F)F.CCOC(=O)C(F)(F)F.CCOC(=O)C(F)(F)F.CCOC(=O)C(F)(F)F.O=S1(=O)OCCO1",
  "relative_energy_ev": 0.000
}

3.
{
  "formula": "C10H16",
  "method": "ωB97M-V with the def2-TZVPD basis set",
  "symbols": ["C", "C", "C", "H", "H", "H", "H", "H", "H", "H", "H", "C", "C", "C", "C", "C", "C", "C", "H", "H", "H", "H", "H", "H", "H", "H"],
  "positions_angstrom": [[-1.10, 2.00, 1.41], [-0.79, 0.94, 2.47], [0.22, 2.59, 0.83], [-1.70, 1.68, 0.56], [-1.67, 2.82, 1.86], [-1.72, 0.38, 2.72], [1.22, 2.44, 1.29], [0.27, 1.94, -0.02], [-0.24, 1.22, 3.34], [-0.29, 0.09, 1.99], [0.18, 3.64, 0.59], [-1.41, -2.64, -1.08], [1.03, 0.04, -2.11], [-0.17, -0.63, -1.98], [2.05, -0.14, -1.20], [-0.27, -1.66, -1.01], [1.98, -1.11, -0.23], [0.78, -1.86, -0.14], [1.25, 0.82, -2.85], [-1.00, -0.40, -2.64], [2.94, 0.49, -1.12], [2.80, -1.35, 0.39], [-2.32, -2.04, -1.19], [-1.55, -3.43, -0.37], [0.90, -2.68, 0.56], [-1.41, -3.17, -2.09]],
  "total_energy_ev": -10628.55218,
  "smiles": "Cc1ccccc1.CCC",
  "relative_energy_ev": 1.191
}